Entry 1:
Here is the molecule C22H34N2O5 from OMol25. Energies are from the ωB97M-V functional and the def2-TZVPD basis.

Calculated values
spin multiplicity	1
F_max	0.10	eV/A
gap between HOMO and LUMO	9.20	eV
LUMO energy	0.64	eV
ΔE to the lowest compared entry with this formula, charge and spin	0.2651	eV
SMILES	CCc1ccccc1OCCC(=O)N(C)C[C@H](C)NC(=O)COC[C@@H]1CCOC1
E_HOMO	-8.6	eV
net charge	0
total energy	-36583.6491	eV

Last column: natural (NBO) charge in e.
Cartesian coordinates (Å):
C (1.08851, -3.75056, -2.60799)  -0.593
C (0.70396, -5.15524, -2.13557)  -0.416
C (1.22949, -5.44752, -0.75502)  -0.062
C (2.42947, -6.11433, -0.56754)  -0.181
C (2.94632, -6.35744, 0.70084)  -0.240
C (2.24294, -5.92511, 1.80867)  -0.213
C (1.03249, -5.25427, 1.65795)  -0.253
C (0.53389, -5.01650, 0.38420)  0.291
O (-0.64563, -4.36546, 0.14527)  -0.515
C (-1.41123, -3.95567, 1.26864)  -0.058
C (-2.69106, -3.28222, 0.75859)  -0.523
C (-2.81944, -1.83947, 1.21875)  0.689
O (-3.60715, -1.55663, 2.11113)  -0.646
N (-2.03394, -0.89711, 0.63173)  -0.436
C (-1.01712, -1.15647, -0.37546)  -0.418
C (-2.11727, 0.47708, 1.09860)  -0.225
C (-1.07741, 0.79271, 2.19124)  -0.054
C (-1.59352, 0.48597, 3.58772)  -0.618
N (-0.67159, 2.19108, 2.12407)  -0.622
C (0.15586, 2.64043, 1.14927)  0.651
O (0.56708, 1.92045, 0.25853)  -0.628
C (0.54936, 4.11550, 1.28322)  -0.152
O (1.22304, 4.61760, 0.17371)  -0.519
C (0.37832, 4.81927, -0.95184)  -0.066
C (1.21994, 5.36142, -2.09242)  -0.265
C (1.81782, 6.73523, -1.77099)  -0.437
C (0.70412, 7.70907, -2.17458)  -0.075
O (-0.21717, 6.97595, -2.98751)  -0.537
C (0.34507, 5.70440, -3.28921)  -0.064
H (0.67950, -3.54140, -3.59723)  0.208
H (0.71503, -2.99445, -1.91687)  0.204
H (2.17318, -3.64462, -2.65772)  0.206
H (-0.38145, -5.26014, -2.14635)  0.218
H (1.10821, -5.89643, -2.82766)  0.207
H (2.97090, -6.45403, -1.44357)  0.208
H (3.88516, -6.88179, 0.81575)  0.214
H (2.62531, -6.10586, 2.80490)  0.212
H (0.49497, -4.92686, 2.53565)  0.210
H (-1.65081, -4.82412, 1.88671)  0.190
H (-0.82181, -3.26185, 1.87944)  0.178
H (-2.70881, -3.36437, -0.32832)  0.237
H (-3.56979, -3.78727, 1.14943)  0.245
H (-1.05545, -2.18696, -0.71008)  0.221
H (-1.17318, -0.49568, -1.23003)  0.204
H (-0.01755, -0.95057, 0.01327)  0.209
H (-1.93222, 1.12489, 0.24226)  0.211
H (-3.12345, 0.65115, 1.47683)  0.231
H (-0.18951, 0.18949, 1.98391)  0.206
H (-1.93469, -0.54541, 3.64581)  0.244
H (-0.81829, 0.65690, 4.33596)  0.209
H (-2.45253, 1.12110, 3.81954)  0.205
H (-0.96960, 2.81877, 2.85230)  0.397
H (-0.35164, 4.70477, 1.50685)  0.174
H (1.22360, 4.20256, 2.13721)  0.212
H (-0.08328, 3.87269, -1.24395)  0.189
H (-0.41549, 5.53242, -0.68999)  0.166
H (1.98909, 4.62866, -2.33923)  0.225
H (2.09452, 6.82150, -0.72178)  0.230
H (2.71194, 6.90342, -2.37206)  0.210
H (0.15340, 8.09592, -1.31469)  0.175
H (1.09007, 8.56244, -2.73766)  0.176
H (0.94748, 5.75597, -4.20332)  0.168
H (-0.47798, 5.00700, -3.44933)  0.190

Entry 2:
Here is a cluster of 5 separate species, C22H34N3O19S5 in total from OMol25. Energies are from the ωB97M-V functional and the def2-TZVPD basis.

Calculated values
spin multiplicity	1
F_max	2.87	eV/A
gap between HOMO and LUMO	8.46	eV
LUMO energy	-3.96	eV
E_HOMO	-12.4	eV
net charge	+1
total energy	-120897.9720	eV

Last column: Mulliken charge in e.
Cartesian coordinates (Å):
O (1.34145, 2.40063, 1.08244)  -0.664
S (0.27840, 1.76222, 0.36632)  1.148
O (-0.84803, 1.30098, 1.10495)  -0.451
C (-0.28652, 2.97923, -0.87448)  -0.817
N (0.47966, 2.75614, -2.10239)  0.269
C (1.82743, 2.74694, -2.10345)  -0.262
N (2.16480, 2.47714, -3.34006)  0.763
C (3.57687, 2.32902, -3.75052)  -1.216
C (3.57480, 1.75010, -5.15415)  0.533
C (4.82003, 0.82448, -5.48736)  -0.903
O (3.31158, 0.45478, -5.15555)  -0.321
N (1.10885, 2.31161, -4.15039)  -0.442
C (0.07265, 2.48392, -3.37268)  -0.063
C (-1.34756, 2.34292, -3.77862)  -0.762
C (-1.62420, 0.93900, -4.34477)  -1.431
C (-1.07041, -0.12049, -3.41946)  0.330
C (0.26174, -0.55439, -3.48111)  -0.034
C (0.76247, -1.49573, -2.58998)  -0.841
C (-0.05830, -2.05985, -1.61430)  -0.465
C (-1.38539, -1.64060, -1.54896)  -0.537
C (-1.88433, -0.70072, -2.44425)  -0.290
H (0.82754, 0.72198, -0.32703)  0.089
H (-1.35636, 2.91669, -1.00432)  0.417
H (0.02444, 3.93869, -0.47458)  0.405
H (2.50043, 2.90956, -1.27978)  0.566
H (4.09397, 3.28287, -3.78868)  0.292
H (4.05305, 1.57409, -3.13760)  0.550
H (3.23452, 2.38796, -5.95497)  0.473
H (5.32944, 1.22039, -4.55470)  0.235
H (5.15374, -0.19253, -5.26615)  0.451
H (-1.59293, 3.14380, -4.47056)  0.421
H (-1.95055, 2.44979, -2.88225)  0.237
H (-2.69108, 0.78090, -4.46482)  0.584
H (-1.16582, 0.84237, -5.32631)  0.379
H (0.91444, -0.13082, -4.22876)  0.622
H (1.79267, -1.81334, -2.65795)  0.443
H (0.32427, -2.78435, -0.91433)  0.433
H (-2.01762, -2.06126, -0.78168)  0.444
H (-2.92497, -0.41096, -2.37501)  0.418
C (1.85902, 5.10576, -6.19817)  0.316
C (0.50806, 5.70404, -6.53621)  -0.351
O (0.82267, 6.92341, -7.20471)  -0.350
S (2.18610, 6.75579, -8.04227)  1.059
O (1.87332, 6.45374, -9.38652)  -0.511
O (3.05968, 7.80614, -7.68267)  -0.521
O (2.67753, 5.39452, -7.32565)  -0.324
H (2.29890, 5.58821, -5.31855)  0.206
H (1.80942, 4.03191, -6.03885)  -0.214
H (-0.09810, 5.90440, -5.65594)  0.268
H (-0.04968, 5.06466, -7.22516)  0.413
C (-2.11257, 1.52087, 3.92279)  -0.126
C (-2.28296, 0.27378, 4.75211)  -0.158
O (-2.49268, 0.76610, 6.08860)  -0.324
S (-3.27656, 2.15997, 6.03316)  1.087
O (-4.66005, 1.93065, 6.24009)  -0.545
O (-2.55658, 3.10785, 6.80127)  -0.537
O (-3.04891, 2.46053, 4.47322)  -0.334
H (-1.10651, 1.93321, 4.02662)  0.287
H (-2.32736, 1.34646, 2.87626)  0.171
H (-1.40728, -0.36832, 4.69573)  0.300
H (-3.16888, -0.28995, 4.45001)  0.280
C (-0.51255, -5.26239, 3.80882)  -0.225
C (0.30722, -4.64976, 4.90592)  -0.235
O (0.99915, -3.55361, 4.27471)  -0.357
S (0.07651, -2.94768, 3.12454)  1.000
O (-0.60696, -1.80251, 3.62514)  -0.510
O (0.83257, -2.87282, 1.92610)  -0.541
O (-0.97593, -4.14266, 3.02559)  -0.343
H (0.09512, -5.90122, 3.16670)  0.292
H (-1.35624, -5.82879, 4.18724)  0.272
H (1.01576, -5.34715, 5.33784)  0.348
H (-0.32781, -4.23957, 5.69448)  0.198
C (-1.12292, -6.34090, 9.04191)  -0.296
C (-2.51343, -6.22147, 8.45452)  -0.347
O (-2.35986, -6.67324, 7.09762)  -0.298
S (-1.24028, -7.81687, 7.03729)  1.107
O (-1.85905, -9.08707, 7.04912)  -0.547
O (-0.30684, -7.45812, 6.02608)  -0.511
O (-0.59599, -7.54901, 8.47275)  -0.302
H (-0.48524, -5.50903, 8.73570)  0.252
H (-1.12927, -6.41210, 10.12544)  0.314
H (-2.89156, -5.20362, 8.47065)  0.325
H (-3.22164, -6.88161, 8.95769)  0.308

Entry 3:
Here is a structure of composition C22H34N4O4 from OMol25. Energies are from the ωB97M-V functional and the def2-TZVPD basis.

Calculated values
spin multiplicity	1
F_max	19.70	eV/A
gap between HOMO and LUMO	8.17	eV
LUMO energy	0.70	eV
ΔE to the lowest compared entry with this formula, charge and spin	23.4685	eV
E_HOMO	-7.5	eV
net charge	0
total energy	-37495.2039	eV

Last column: natural (NBO) charge in e.
Cartesian coordinates (Å):
C (-0.06052, -0.31626, 3.88233)  -0.647
C (-0.21393, -1.90327, 4.30826)  -0.079
H (0.23457, -2.58885, 3.61394)  0.200
H (0.37989, -2.05925, 5.18723)  0.188
O (-1.50171, -2.28902, 4.29399)  -0.446
C (-2.10153, -2.85062, 3.50965)  0.797
O (-1.60850, -3.29911, 2.57267)  -0.650
C (-3.48290, -3.09995, 3.84421)  -0.522
H (-3.81028, -4.07442, 3.62849)  0.233
H (-3.81560, -2.78072, 4.87722)  0.234
C (-4.15368, -1.96695, 3.09310)  -0.189
N (-3.76283, -2.22742, 1.56323)  -0.591
C (-2.88946, -1.60286, 0.88553)  0.795
O (-2.36966, -0.52732, 1.76959)  -0.863
N (-2.26194, -2.01484, -0.17426)  -0.444
C (-2.98140, -2.61980, -1.11825)  -0.172
H (-3.87001, -3.34160, -0.75470)  0.196
C (-3.58978, -1.83081, -2.26969)  -0.470
C (-2.46641, -1.17044, -2.74886)  -0.401
H (-2.90005, -0.29672, -3.57431)  0.187
H (-1.65512, -1.76085, -3.38595)  0.225
C (-1.73647, -0.00656, -1.70885)  0.036
N (-0.81364, 0.78252, -2.24815)  -0.542
C (0.38080, 0.34095, -2.79584)  -0.192
H (0.35589, -0.90745, -3.40557)  0.185
C (1.07738, 1.16349, -3.65015)  -0.275
N (1.34004, 2.37996, -3.05936)  -0.433
C (2.68370, 2.35693, -2.02066)  0.130
C (2.69114, 2.97571, -0.87863)  -0.270
C (3.83361, 2.96369, -0.17858)  -0.260
C (5.15760, 2.51289, -0.72144)  0.273
C (5.09849, 2.04914, -2.20508)  -0.212
C (3.81218, 2.06996, -2.74753)  -0.209
H (3.79097, 1.76403, -3.96333)  0.231
H (5.94031, 1.89808, -2.70516)  0.210
O (6.38495, 2.60074, -0.03893)  -0.456
C (6.51152, 2.86870, 1.05743)  -0.052
H (5.98720, 4.28554, 1.29554)  -0.075
H (7.53779, 3.00327, 1.36285)  0.177
H (5.99966, 2.51630, 1.86584)  0.155
H (3.73685, 3.35485, 0.85398)  0.234
H (1.83963, 3.39070, -0.22749)  0.242
C (0.25389, 2.99004, -2.39964)  -0.209
C (-0.58422, 1.91861, -1.64009)  -0.183
H (-1.33662, 2.28914, -1.14470)  0.209
H (-0.07401, 1.47855, -0.63402)  0.106
H (0.29965, 3.79381, -1.79163)  0.218
H (-0.61077, 3.17426, -3.23892)  0.178
H (2.10460, 0.67834, -4.04734)  0.221
H (0.58310, 1.64204, -4.50254)  0.227
H (1.08487, -0.21597, -2.00427)  0.191
C (-1.21767, -1.19033, -0.65984)  -0.238
H (-0.85327, -0.73997, 0.21029)  0.257
H (-0.63993, -1.77284, -1.13476)  0.173
H (-2.75324, 0.45118, -1.30409)  0.231
H (-4.08717, -2.42461, -2.81925)  0.215
H (-4.31893, -1.32508, -1.90148)  0.205
H (-2.16105, -3.35225, -1.51319)  0.188
H (-4.01009, -3.14791, 1.33312)  0.380
H (-4.24789, -0.81953, 3.32338)  0.294
H (-5.40725, -2.23115, 2.98076)  0.186
H (-0.71364, -0.13055, 3.01997)  0.271
H (1.04121, -0.21289, 3.58105)  0.199
H (-0.24650, 0.45988, 4.59477)  0.205

Q: The highest gap between HOMO and LUMO belongs to which entry?
A: C22H34N2O5